# 1
Entry from the OMol25 dataset: one molecule with the formula C4H11NO2 at a distorted geometry (wB97M-V/def2-TZVPD).

Computed properties:
HOMO energy (Eh): -0.3513
Frontier orbital gap (eV): 10.260
Electronic energy (Eh): -364.2018
Lowest unoccupied orbital energy (eV): 0.7
Energy relative to the best compared isomer or geometry (same formula, charge and spin) (kJ/mol): 174.3

Cartesian coordinates (Å):
C (0.651, 1.488, 1.722)
C (0.320, 0.143, 1.148)
O (1.387, -0.752, 1.185)
C (-0.346, 0.238, -0.263)
N (0.278, 1.155, -1.213)
C (-0.664, -1.200, -0.738)
O (-1.615, -1.340, -1.761)
H (0.876, 1.574, 2.774)
H (-0.033, 2.346, 1.530)
H (1.544, 1.819, 1.118)
H (-0.496, -0.319, 1.718)
H (2.045, -0.741, 0.502)
H (-1.331, 0.677, -0.095)
H (0.522, 2.028, -0.764)
H (-0.395, 1.391, -1.932)
H (0.262, -1.746, -0.985)
H (-0.971, -1.718, 0.189)
H (-1.603, -0.525, -2.261)

Results of the Löwdin charge analysis, in e, for atoms 1 through 6:
1 C -0.0558
2 C -0.4314
3 O -0.0119
4 C -0.3471
5 N 0.0478
6 C -0.2361

# 2
Entry from the OMol25 dataset: C6H36NO13 as an isolated structure at a distorted geometry (wB97M-V/def2-TZVPD).

Computed properties:
HOMO energy (Eh): -0.2216
Frontier orbital gap (eV): 8.681
Charge: -1
Electronic energy (Eh): -1283.1288
Lowest unoccupied orbital energy (eV): 2.7
Energy relative to the best compared isomer or geometry (same formula, charge and spin) (kJ/mol): 95.8

Cartesian coordinates (Å):
C (0.423, -2.227, 1.833)
N (1.250, -1.779, 0.666)
C (2.301, -2.734, 0.270)
C (3.608, -2.422, 0.973)
C (3.376, -0.996, 1.562)
C (2.057, -0.497, 1.004)
C (2.142, 0.345, -0.246)
O (1.029, 1.192, -0.314)
H (0.517, -3.291, 2.039)
H (-0.577, -1.996, 1.478)
H (0.682, -1.674, 2.735)
H (2.045, -3.790, 0.209)
H (2.438, -2.389, -0.761)
H (4.399, -2.299, 0.231)
H (4.059, -3.070, 1.723)
H (3.305, -1.069, 2.649)
H (4.262, -0.432, 1.279)
H (1.402, -0.045, 1.740)
H (2.023, -0.277, -1.146)
H (3.108, 0.846, -0.396)
H (-4.214, 0.245, 2.300)
H (-3.211, 1.356, 2.437)
O (-4.086, 1.088, 2.746)
H (-3.013, 3.530, -1.145)
H (-1.740, 4.021, -1.438)
O (-2.463, 3.612, -1.943)
H (-3.363, -0.407, -1.377)
H (-2.520, -1.138, -2.356)
O (-3.451, -0.909, -2.211)
H (2.929, 2.246, -3.343)
H (2.404, 2.740, -2.165)
O (3.293, 2.485, -2.474)
H (-1.144, 4.953, 1.217)
H (-1.191, 3.411, 1.299)
O (-1.690, 4.216, 0.924)
H (-1.556, -0.510, 0.354)
H (-1.925, 0.918, 0.343)
O (-2.279, 0.055, 0.062)
H (0.202, -1.523, -0.946)
H (-0.175, -0.530, -2.079)
O (-0.204, -1.482, -1.845)
H (-2.544, 1.958, 4.429)
H (-1.577, 2.588, 3.522)
O (-1.808, 1.710, 3.852)
H (-2.678, -3.207, -0.638)
H (-3.929, -3.316, -1.482)
O (-3.296, -3.853, -0.994)
H (0.321, 1.599, 0.502)
H (-0.029, 1.878, 2.195)
O (-0.514, 1.980, 1.370)
H (-1.310, 1.813, -2.488)
H (-0.131, 1.642, -1.566)
O (-0.516, 1.265, -2.383)
H (1.214, -2.019, -4.859)
H (0.790, -1.816, -3.384)
O (1.558, -1.994, -3.962)

Results of the Löwdin charge analysis, in e, for atoms 1 through 6:
1 C -0.0433
2 N -0.1789
3 C -0.1926
4 C -0.1593
5 C -0.1322
6 C -0.2543

# 3
Entry from the OMol25 dataset: an isolated ion of composition C9H7N2S2 and charge -1 at a distorted geometry (wB97M-V/def2-TZVPD).

Computed properties:
HOMO energy (spin up / spin down) (Eh): -0.0851 / -0.1089
Frontier orbital gap (spin up / spin down) (eV): 5.068 / 5.743
Charge: -1
Electronic energy (Eh): -1252.9248
Lowest unoccupied orbital energy (spin up / spin down) (eV): 2.8 / 2.8

Cartesian coordinates (Å):
C (1.392, -0.734, 3.097)
C (1.574, 0.540, 2.616)
C (0.948, -1.755, 2.224)
C (1.092, 0.825, 1.331)
C (0.275, -1.448, 1.079)
C (0.390, -0.154, 0.547)
C (0.066, 0.225, -0.821)
C (-0.674, 2.133, -2.646)
C (-1.792, 0.031, -2.452)
N (-1.014, -0.376, -1.376)
N (-1.449, 1.128, -3.164)
S (-0.229, 3.327, -3.653)
S (-3.059, -0.885, -2.987)
H (1.709, -0.920, 4.047)
H (1.944, 1.188, 3.398)
H (0.929, -2.688, 2.564)
H (1.275, 1.837, 0.803)
H (-0.234, -2.107, 0.407)
H (-1.301, -1.186, -0.854)
H (-1.844, 1.020, -4.159)

Results of the Löwdin charge analysis, in e, for atoms 1 through 6:
1 C -0.1036
2 C -0.1075
3 C -0.0811
4 C -0.0410
5 C -0.0580
6 C -0.2571

# 4
Entry from the OMol25 dataset: one molecule with the formula C5H7NO at a distorted geometry (wB97M-V/def2-TZVPD).

Computed properties:
HOMO energy (Eh): -0.2988
Frontier orbital gap (eV): 9.178
Electronic energy (Eh): -324.6391
Lowest unoccupied orbital energy (eV): 1.0
Energy relative to the best compared isomer or geometry (same formula, charge and spin) (kJ/mol): 224.0

Cartesian coordinates (Å):
C (-1.654, -1.052, 0.136)
C (-0.288, -0.523, 0.279)
O (0.712, -1.289, 0.827)
C (1.881, -0.662, 0.577)
C (1.661, 0.521, -0.074)
C (0.235, 0.632, -0.169)
N (-0.456, 1.750, -0.694)
H (-2.218, -0.988, 1.067)
H (-2.154, -0.443, -0.624)
H (-1.649, -2.092, -0.205)
H (2.759, -1.160, 0.967)
H (1.870, 0.662, -1.123)
H (0.214, 2.427, -1.052)
H (-0.911, 2.219, 0.085)

Results of the Löwdin charge analysis, in e, for atoms 1 through 6:
1 C -0.0129
2 C -0.2916
3 O 0.0413
4 C -0.1071
5 C -0.0456
6 C -0.3339

# 5
Entry from the OMol25 dataset: a 2-piece molecular cluster, C5H15NO overall at a distorted geometry (wB97M-V/def2-TZVPD).

Computed properties:
HOMO energy (Eh): -0.2968
Frontier orbital gap (eV): 8.754
Electronic energy (Eh): -329.3801
Lowest unoccupied orbital energy (eV): 0.7
Energy relative to the best compared isomer or geometry (same formula, charge and spin) (kJ/mol): 334.7

Cartesian coordinates (Å):
C (-0.330, -0.931, -1.068)
C (0.748, 0.088, -0.557)
C (1.192, 0.969, -1.893)
N (0.232, 1.132, 0.389)
C (0.025, 0.317, 1.658)
C (-0.986, 1.977, 0.221)
H (-0.451, -1.901, -0.540)
H (0.042, -1.326, -1.988)
H (-1.334, -0.415, -0.798)
H (1.677, -0.403, -0.092)
H (0.783, 0.260, -2.632)
H (0.930, 2.006, -1.966)
H (2.221, 1.013, -2.030)
H (-0.779, -0.417, 1.627)
H (0.897, -0.275, 1.804)
H (-0.214, 1.113, 2.487)
H (-0.585, 2.957, -0.039)
H (-1.626, 2.148, 1.058)
H (-1.631, 1.625, -0.592)
O (-0.144, -2.958, 1.687)
H (0.349, -3.659, 1.585)
H (-1.015, -3.320, 1.679)

Results of the Löwdin charge analysis, in e, for atoms 1 through 6:
1 C -0.0802
2 C -0.3495
3 C -0.0296
4 N -0.2368
5 C -0.1181
6 C -0.1071

# 6
Entry from the OMol25 dataset: an isolated ion of composition C4H13N2S2 and charge +1 at a distorted geometry (wB97M-V/def2-TZVPD).

Computed properties:
HOMO energy (Eh): -0.4274
Frontier orbital gap (eV): 7.968
Charge: +1
Electronic energy (Eh): -1065.7641
Lowest unoccupied orbital energy (eV): -3.7
Energy relative to the best compared isomer or geometry (same formula, charge and spin) (kJ/mol): 285.6

Cartesian coordinates (Å):
N (0.190, 2.351, -0.028)
C (0.892, 2.430, 1.258)
C (1.531, 0.866, 1.580)
S (0.142, -0.404, 1.742)
S (0.106, -1.539, 0.148)
C (-1.354, -1.375, -0.874)
C (-1.161, -0.152, -1.811)
N (-0.429, -0.554, -3.133)
H (-0.827, 2.360, 0.235)
H (0.565, 3.280, -0.451)
H (0.146, 2.499, 2.141)
H (1.771, 3.100, 1.344)
H (2.234, 0.507, 0.695)
H (1.943, 1.003, 2.635)
H (-1.467, -2.377, -1.500)
H (-2.340, -1.257, -0.377)
H (-2.213, 0.189, -2.177)
H (-0.562, 0.637, -1.156)
H (-0.249, 0.327, -3.684)
H (-1.092, -1.133, -3.755)
H (0.351, -1.255, -2.983)

Results of the Löwdin charge analysis, in e, for atoms 1 through 6:
1 N -0.0782
2 C -0.3114
3 C -0.4587
4 S 0.4551
5 S 0.4478
6 C -0.5652

# 7
Entry from the OMol25 dataset: C5H14O3Sn as an isolated structure at a distorted geometry (wB97M-V/def2-TZVPD).

Computed properties:
HOMO energy (Eh): -0.6562
Frontier orbital gap (eV): 6.826
Charge: +2
Electronic energy (Eh): -638.2176
Lowest unoccupied orbital energy (eV): -11.0
Energy relative to the best compared isomer or geometry (same formula, charge and spin) (kJ/mol): 0.0

Cartesian coordinates (Å):
Sn (-12.182, 19.860, 16.010)
C (-14.170, 15.365, 16.599)
C (-13.291, 16.205, 17.557)
C (-12.258, 15.447, 18.410)
O (-12.527, 17.208, 16.881)
H (-13.694, 14.746, 15.842)
H (-14.943, 15.968, 16.120)
H (-14.729, 14.722, 17.283)
H (-13.952, 16.791, 18.201)
H (-11.679, 16.074, 19.091)
H (-11.506, 14.944, 17.796)
H (-12.743, 14.707, 19.047)
H (-11.617, 16.882, 16.861)
C (-14.878, 20.368, 13.782)
C (-15.779, 19.733, 14.836)
O (-14.846, 18.963, 15.642)
O (-13.963, 21.297, 14.363)
H (-15.522, 20.871, 13.059)
H (-14.394, 19.569, 13.217)
H (-16.460, 18.973, 14.450)
H (-16.362, 20.398, 15.473)
H (-15.370, 18.378, 16.204)
H (-14.003, 22.125, 13.872)

Results of the Löwdin charge analysis, in e, for atoms 1 through 6:
1 Sn 1.8571
2 C -0.0163
3 C -0.4355
4 C -0.0269
5 O -0.2292
6 H 0.0952

# 8
Entry from the OMol25 dataset: one molecule with the formula C2H3NOS2 at a distorted geometry (wB97M-V/def2-TZVPD).

Computed properties:
HOMO energy (Eh): -0.3187
Frontier orbital gap (eV): 8.554
Electronic energy (Eh): -1004.3327
Lowest unoccupied orbital energy (eV): -0.1
Energy relative to the best compared isomer or geometry (same formula, charge and spin) (kJ/mol): 143.9

Cartesian coordinates (Å):
H (1.343, 1.192, -0.582)
N (1.867, 0.569, 0.028)
C (1.233, -0.312, 0.629)
O (-0.094, -0.652, 0.601)
C (-0.923, -0.152, -0.363)
S (-2.074, 1.186, 0.043)
S (-2.604, -0.765, -0.316)
H (1.738, -0.976, 1.321)
H (-0.487, -0.089, -1.361)

Results of the Löwdin charge analysis, in e, for atoms 1 through 6:
1 H 0.0552
2 N 0.1357
3 C -0.3005
4 O -0.1312
5 C -1.0371
6 S 0.5174